Molecular formula: C42H38ClNOP2Tc
Method: DFT, wB97M-V/def2-TZVPD

For the LUMO energy (spin up / spin down), the calculation gives -12.75 / -15.57 eV. Its HOMO energy (spin up / spin down) is -18.87 / -18.87 eV.

```
! wB97M-V def2-TZVPD RIJCOSX def2/J DEFGRID3
* xyz 4 4
Tc 0.08430 0.49410 0.07070
C 2.28910 -0.00730 -3.72520
C 1.79800 -0.30510 -2.31480
C 1.74580 -1.80650 -2.02790
C 2.65340 0.45080 -1.26260
C 4.09620 -0.05390 -1.08510
O 4.13360 -0.51240 0.26070
C 2.99660 -0.28220 0.84730
N 2.06560 0.26850 0.07710
C 2.90110 -0.57160 2.26870
C 4.10590 -0.74910 2.97130
C 4.11440 -0.91570 4.34440
C 2.92090 -0.88390 5.05090
C 1.71110 -0.74730 4.37390
C 1.68310 -0.62750 2.98880
P 0.09230 -0.71430 2.10990
C -1.23340 -0.50600 3.31800
C -2.03860 0.62840 3.33030
C -2.99530 0.77840 4.31900
C -3.18140 -0.21790 5.26930
C -2.39900 -1.36380 5.23770
C -1.42980 -1.51930 4.26230
C -0.15510 -2.43370 1.55960
C 0.84230 -3.40880 1.57480
C 0.49860 -4.72950 1.32590
C -0.81670 -5.06660 1.03250
C -1.80490 -4.09180 0.97970
C -1.47590 -2.77320 1.22670
H 1.68230 -0.53720 -4.45630
H 3.31730 -0.33000 -3.86780
H 2.23860 1.05570 -3.94930
H 0.76180 0.10620 -2.22990
H 2.68960 -2.28510 -2.27360
H 0.98610 -2.28160 -2.64350
H 1.51700 -2.01720 -0.97860
H 2.64320 1.52110 -1.51530
H 4.84830 0.73220 -1.20150
H 4.37260 -0.88110 -1.74590
H 5.04060 -0.73470 2.43410
H 5.04960 -1.05380 4.86380
H 2.92560 -0.97170 6.12730
H 0.79000 -0.75520 4.94110
H -1.91910 1.37650 2.55600
H -3.60580 1.66690 4.34160
H -3.95390 -0.12130 6.01830
H -2.55160 -2.14980 5.96350
H -0.84150 -2.42670 4.22450
H 1.86640 -3.15990 1.82250
H 1.25720 -5.49730 1.37280
H -1.07080 -6.09970 0.84260
H -2.82700 -4.35920 0.76250
H -2.24970 -2.01340 1.22060
Cl -2.12590 0.59930 -0.41970
C -2.75950 2.20540 -0.34640
C -4.04160 2.47580 -0.79380
C -4.49290 3.78900 -0.77710
C -3.66530 4.80790 -0.32110
C -2.38310 4.52230 0.13430
C -1.91710 3.20940 0.14300
P -0.22900 2.79460 0.70090
C 0.77370 4.03450 -0.17510
C 0.78810 4.02270 -1.57590
C 1.35950 5.08250 -2.25850
C 1.93490 6.13400 -1.55190
C 1.90410 6.15360 -0.16360
C 1.34940 5.09080 0.53160
C -0.01990 3.18120 2.45890
C 1.20960 2.80400 3.01590
C 1.51170 3.16230 4.31450
C 0.58270 3.87150 5.06850
C -0.64680 4.21590 4.52400
C -0.95920 3.87700 3.21730
H -4.68140 1.68730 -1.16240
H -5.48630 4.01930 -1.13510
H -4.01540 5.82930 -0.32690
H -1.73940 5.32300 0.46840
H 0.32720 3.20800 -2.12380
H 1.34950 5.09590 -3.33980
H 2.43030 6.93420 -2.08640
H 2.29980 6.99670 0.38400
H 1.34080 5.10690 1.61110
H 1.92710 2.27400 2.40470
H 2.46910 2.90140 4.73780
H 0.81460 4.15720 6.08350
H -1.35430 4.77220 5.12040
H -1.90940 4.17540 2.79850
*
```

Molecular formula: C6H10O
Method: DFT, wB97M-V/def2-TZVPD

The energy above the lowest of the compared OMol25 structures with the same formula, charge and spin comes out at 34.46 kcal per mole. For the LUMO energy, the calculation gives 1.20 eV. Its HOMO energy is -9.57 eV.

```
! wB97M-V def2-TZVPD RIJCOSX def2/J DEFGRID3
* xyz 0 1
C 1.21287 -1.24464 1.29898
C 1.76555 -0.48976 0.12469
C 0.72411 0.14358 0.99924
C -0.68630 0.32060 0.49627
C -0.94046 1.05399 -0.83460
C -1.79699 -0.17338 -1.15690
O -1.25525 -0.89115 -0.03755
H 0.52380 -2.05106 1.06793
H 1.84390 -1.40230 2.16841
H 2.77843 -0.10151 0.18350
H 1.46196 -0.82495 -0.86433
H 1.06101 0.93988 1.66166
H -1.32401 0.69351 1.31113
H -1.44558 2.02162 -0.79533
H -0.03086 1.12358 -1.43874
H -2.87778 -0.00120 -1.03911
H -1.60847 -0.69972 -2.09856
*
```